DFT (ωB97M-V/def2-TZVPD) results for a 3-piece molecular cluster, C3H15N3O2 overall.

Each atom is followed by the atoms it is bonded to, with distances in Å.
Element x y z (Å)
1 C 0.64091 -0.70561 0.19462  N2 1.599, C5 1.487, H7 1.238, H8 1.087
2 N 2.08373 -0.20082 -0.27307  C1 1.599, C3 1.437, H9 1.088
3 C 2.22446 1.22706 -0.34949  N2 1.437, N4 1.433, H10 1.123, H11 1.125
4 N 1.68092 1.83454 0.82863  C3 1.433, H12 1.128, H13 1.038
5 C -0.15953 -1.15497 -0.97486  C1 1.487, N6 1.466, H14 1.051, H15 1.106
6 N -1.36612 -1.87098 -0.54960  C5 1.466, H16 1.013, H17 0.966
7 H 0.06962 0.23281 0.76422  C1 1.238
8 H 1.01309 -1.28588 1.03461  C1 1.087
9 H 2.18654 -0.66565 -1.25099  N2 1.088
10 H 1.80300 1.55923 -1.33648  C3 1.123
11 H 3.26986 1.44637 -0.70105  C3 1.125
12 H 0.72497 1.44007 1.27925  N4 1.128
13 H 2.40341 1.64491 1.54943  N4 1.038
14 H -0.32964 -0.39885 -1.68464  C5 1.051
15 H 0.33550 -2.04773 -1.40104  C5 1.106
16 H -2.02938 -2.32717 -1.16535  N6 1.013
17 H -1.84353 -1.44980 0.17750  N6 0.966
18 H -3.31955 2.10158 -1.18667  O20 0.945
19 H -1.94953 2.21387 -1.35645  O20 0.974
20 O -2.73994 2.21091 -1.92496  H18 0.945, H19 0.974
21 H -1.30468 -1.95691 3.00248  O23 0.968
22 H -2.16884 -0.82785 2.54863  O23 0.989
23 O -1.22529 -1.01913 2.77526  H21 0.968, H22 0.989

Computed properties:
- total charge = 0
- HOMO level (eV) = -8.51
- SMILES = NCCNCN.O.O
- frontier orbital gap (eV) = 8.82